Record 1
98
Properties=species:S:1:pos:R:3:mulliken_charge:R:1 method="wB97M-V/def2-TZVPD" orbital_gap_ev=6.2 charge=+1 e_lumo_ev=-4.503
C 0.22 4.18 2.45 -0.770
C -0.84 3.59 3.54 0.402
F -0.35 2.40 4.19 -0.338
C -2.30 3.44 2.89 -0.960
C -2.52 2.10 2.06 0.895
C -1.77 1.68 0.77 -0.542
N -1.86 0.55 -0.04 -0.926
N -2.71 -0.40 0.34 1.082
C -2.74 -1.63 -0.54 -1.012
C -1.63 -1.55 -1.72 -0.371
C -1.58 -2.91 -2.59 -0.462
Cl -3.28 -3.56 -2.98 -0.243
C -3.50 -0.22 1.50 0.982
C -4.47 -1.46 1.88 -0.918
C -3.78 -2.45 2.95 -0.598
O -2.95 -3.47 2.36 -0.429
C -1.54 -3.22 2.67 -0.069
C -0.67 -3.85 1.47 -0.163
O 0.73 -3.95 1.81 -0.440
C 1.49 -2.87 1.24 0.075
C 2.33 -3.13 -0.02 -0.836
C 3.17 -1.94 -0.58 -0.341
C 3.15 -0.55 0.10 -0.111
C 4.03 0.73 -0.39 2.260
C 2.95 1.84 -0.82 -1.038
C 4.83 0.31 -1.71 -1.686
C 4.94 1.13 0.87 -1.171
C 6.21 2.06 0.55 1.739
C 7.51 1.23 0.03 -1.227
C 5.88 3.34 -0.37 -1.408
C 6.67 2.68 1.99 -1.579
C 2.27 -0.35 1.35 -0.150
C 1.41 -1.49 1.95 -0.598
C -3.54 0.96 2.49 0.245
C -4.44 1.07 3.81 -1.290
C -5.93 1.50 3.40 -0.420
C -5.90 3.00 2.79 -0.865
I -7.28 1.33 5.13 0.099
H 1.05 3.42 2.27 -0.037
H -0.39 4.42 1.52 0.285
H 0.67 5.15 2.87 0.381
H -0.92 4.40 4.35 0.318
H -2.56 4.31 2.19 0.403
H -3.07 3.44 3.74 0.095
H -0.99 2.46 0.42 0.081
H -2.70 -2.60 0.05 0.475
H -3.77 -1.62 -1.07 0.414
H -0.57 -1.43 -1.28 0.122
H -1.90 -0.71 -2.46 0.478
H -1.06 -2.74 -3.60 0.323
H -1.06 -3.74 -2.00 0.296
H -4.90 -1.98 0.96 0.454
H -5.39 -1.01 2.42 0.219
H -3.24 -1.77 3.71 0.352
H -4.64 -2.96 3.52 0.388
H -1.33 -3.76 3.67 0.281
H -1.31 -2.11 2.85 -0.042
H -1.05 -4.94 1.36 0.272
H -0.74 -3.26 0.50 0.046
H 2.38 -4.15 -0.53 0.387
H 3.81 -2.15 -1.50 0.299
H 2.34 2.26 0.06 -0.026
H 3.42 2.71 -1.42 0.375
H 2.17 1.38 -1.54 0.317
H 5.41 -0.68 -1.54 0.359
H 4.03 0.06 -2.51 0.441
H 5.48 1.12 -2.16 0.175
H 5.22 0.15 1.41 0.354
H 4.27 1.71 1.61 0.099
H 7.75 1.42 -1.06 0.266
H 7.20 0.11 0.11 0.269
H 8.41 1.33 0.74 0.322
H 5.86 3.12 -1.49 0.270
H 4.95 3.91 0.00 0.199
H 6.76 4.07 -0.21 0.432
H 7.65 3.27 1.91 0.431
H 5.81 3.34 2.39 0.340
H 6.83 1.82 2.74 0.362
H 2.26 0.66 1.87 0.202
H 0.77 -1.35 2.88 0.484
H -4.48 0.01 4.26 0.334
H -3.97 1.73 4.61 0.560
H -6.39 0.84 2.58 0.434
H -5.38 2.90 1.75 0.246
H -5.24 3.69 3.42 0.207
H -6.94 3.40 2.59 0.418
F -1.03 -2.23 -10.19 -0.305
C -1.46 -2.36 -8.92 0.200
C -2.49 -3.24 -8.64 -0.362
C -2.93 -3.38 -7.33 -0.474
C -2.35 -2.62 -6.32 0.047
C -1.32 -1.73 -6.61 -0.323
C -0.87 -1.60 -7.92 -0.408
H -2.93 -3.82 -9.44 0.410
H -3.73 -4.08 -7.09 0.381
H -2.70 -2.72 -5.29 0.110
H -0.87 -1.13 -5.83 0.343
H -0.07 -0.92 -8.17 0.402

Record 2
127
Properties=species:S:1:pos:R:3:mulliken_charge:R:1 method="wB97M-V/def2-TZVPD" orbital_gap_ev=9.5 charge=-1 e_lumo_ev=1.667
O 8.49 -14.49 9.77 -0.042
C 9.51 -13.92 9.56 0.090
O 10.61 -14.43 9.08 -0.672
B 11.59 -13.36 8.75 1.586
O 10.88 -12.12 9.15 -0.543
C 9.71 -12.36 9.69 0.544
O 8.86 -11.57 9.95 -0.580
O 12.07 -13.40 7.40 -0.732
C 13.39 -13.29 7.42 0.623
O 14.14 -13.27 6.49 -0.635
C 13.82 -13.33 8.91 0.623
O 12.76 -13.52 9.63 -0.476
O 14.93 -13.19 9.29 -0.693
C 6.37 -14.95 12.39 0.645
C 5.77 -15.91 13.41 -0.274
O 5.25 -15.06 14.48 -0.363
S 5.68 -13.55 14.29 1.146
O 6.94 -13.33 14.89 -0.501
O 4.60 -12.71 14.59 -0.590
O 5.84 -13.64 12.71 -0.314
H 6.10 -15.16 11.36 -0.025
H 7.45 -14.87 12.50 -0.257
H 6.43 -16.71 13.73 0.328
H 4.84 -16.38 13.08 0.293
C 6.66 -17.19 9.36 0.708
C 6.94 -17.00 7.88 -0.040
O 7.17 -18.33 7.35 -0.381
S 7.29 -19.40 8.51 1.045
O 8.49 -20.13 8.49 -0.534
O 6.10 -20.13 8.54 -0.578
O 7.35 -18.40 9.72 -0.220
H 5.61 -17.30 9.63 0.358
H 7.00 -16.34 9.96 -0.800
H 7.75 -16.30 7.67 0.161
H 6.02 -16.75 7.36 0.303
C 17.60 -11.39 9.58 0.081
C 16.71 -10.56 10.46 0.235
O 17.21 -10.79 11.80 -0.177
S 18.77 -10.97 11.69 1.098
O 19.23 -11.83 12.70 -0.568
O 19.37 -9.70 11.52 -0.578
O 18.77 -11.72 10.32 -0.382
H 17.81 -10.91 8.61 0.221
H 17.12 -12.31 9.26 0.184
H 15.67 -10.87 10.42 -0.265
H 16.75 -9.48 10.31 0.165
O 17.35 -18.43 9.42 -0.582
S 16.99 -19.40 8.47 1.174
O 17.73 -20.63 8.40 -0.634
O 15.47 -19.76 8.62 -0.271
C 14.95 -19.80 9.96 -0.661
C 14.04 -18.63 10.22 -0.614
C 16.82 -18.77 6.83 -0.927
H 15.79 -19.69 10.65 0.372
H 14.44 -20.73 10.23 0.371
H 13.71 -18.71 11.26 0.100
H 13.25 -18.47 9.50 0.378
H 14.63 -17.71 10.21 0.299
H 15.96 -18.13 6.84 0.313
H 16.71 -19.68 6.25 0.334
H 17.71 -18.27 6.46 0.371
O 14.14 -12.85 15.35 -0.689
S 13.51 -12.17 14.28 1.076
O 14.11 -11.98 13.01 -0.331
O 12.05 -12.78 14.20 -0.485
C 11.28 -12.68 12.98 0.858
C 9.82 -12.78 13.35 -1.046
C 13.07 -10.59 14.93 -0.638
H 11.51 -13.56 12.39 -0.122
H 11.44 -11.72 12.49 -0.007
H 9.31 -12.24 12.54 0.095
H 9.57 -12.21 14.25 0.473
H 9.42 -13.79 13.34 0.183
H 13.98 -10.03 15.12 0.425
H 12.54 -10.74 15.86 0.384
H 12.45 -10.04 14.22 -0.097
O 9.92 -7.45 13.77 -0.678
S 10.26 -7.84 12.45 1.235
O 10.20 -6.86 11.41 -0.678
O 11.71 -8.47 12.50 -0.211
C 12.79 -7.76 11.83 -0.571
C 13.94 -8.68 11.66 -0.297
C 9.25 -9.20 11.93 -0.306
H 13.04 -6.94 12.50 0.351
H 12.48 -7.32 10.88 0.358
H 14.82 -8.14 11.31 0.456
H 13.78 -9.41 10.87 -0.368
H 14.21 -9.16 12.60 0.218
H 9.84 -9.74 11.20 -0.328
H 8.39 -8.75 11.46 0.519
H 9.17 -9.82 12.82 0.197
C 11.80 -17.65 13.10 -0.252
C 11.84 -19.02 13.39 -0.683
C 11.17 -19.94 12.58 -0.487
C 10.39 -19.46 11.54 -0.356
C 10.36 -18.09 11.25 -0.349
C 11.09 -17.16 12.01 -0.390
H 12.40 -17.00 13.74 0.412
H 12.29 -19.35 14.32 0.352
H 11.26 -21.00 12.79 0.406
H 9.76 -20.11 10.94 0.316
H 9.76 -17.70 10.44 0.503
H 11.05 -16.12 11.74 0.465
C 4.14 -11.44 6.76 -0.290
C 4.92 -12.49 6.33 -0.611
C 5.92 -12.99 7.16 -0.363
C 6.14 -12.41 8.40 0.236
C 5.36 -11.33 8.80 -0.499
C 4.42 -10.77 7.95 -0.545
H 3.27 -11.12 6.19 0.344
H 4.83 -12.87 5.32 0.360
H 6.59 -13.78 6.83 0.349
H 6.76 -12.90 9.14 0.274
H 5.53 -10.90 9.78 0.365
H 3.79 -9.96 8.27 0.337
C 13.91 -9.69 8.08 0.014
C 12.83 -8.82 8.27 -0.902
C 12.93 -7.49 7.92 -0.344
C 14.07 -7.04 7.27 -0.543
C 15.09 -7.93 6.97 -0.562
C 15.04 -9.22 7.44 -0.469
H 13.71 -10.71 8.37 0.335
H 11.99 -9.18 8.85 0.605
H 12.09 -6.84 8.15 0.462
H 14.13 -6.00 6.98 0.393
H 15.93 -7.57 6.39 0.390
H 15.89 -9.86 7.23 0.515

Record 3
110
Properties=species:S:1:pos:R:3:lowdin_spin:R:1 method="wB97M-V/def2-TZVPD" orbital_gap_ev="6.9 / 6.2" multiplicity=5 charge=+2 s2=6.048 e_lumo_ev="-4.134 / -7.282"
Pd 0.06 -0.69 -0.48 1.235
C 0.87 0.11 -6.07 0.001
C 0.20 -0.92 -5.23 0.002
N -0.51 -1.91 -5.67 0.002
N -0.93 -2.55 -4.54 0.006
C -0.49 -1.99 -3.42 0.041
S -0.83 -2.52 -1.83 0.230
N 0.24 -0.93 -3.85 0.007
N 0.92 -0.07 -3.00 0.052
H 0.87 -0.24 -7.10 0.000
H 1.90 0.27 -5.75 0.000
H 0.34 1.06 -6.02 0.000
H -1.50 -3.38 -4.61 0.002
H 1.86 0.09 -3.35 0.002
H 0.40 0.80 -2.86 0.000
C -4.84 2.53 2.78 0.000
C -4.15 1.23 3.13 0.000
C -3.49 1.22 4.48 0.000
O -3.16 0.86 2.09 0.001
P -2.01 1.66 1.42 0.003
O -0.89 0.78 1.01 0.029
C -2.71 2.50 -0.02 0.000
P -2.33 1.65 -1.56 0.001
O -0.86 1.61 -1.76 0.010
O -3.16 2.34 -2.70 0.000
C -2.83 3.69 -3.17 0.000
C -4.07 4.54 -3.01 0.000
C -2.36 3.56 -4.60 0.000
O -2.91 0.21 -1.44 0.004
C -4.25 -0.35 -1.68 0.000
C -4.47 -0.51 -3.16 0.000
C -5.30 0.46 -0.97 0.000
O -1.60 2.74 2.47 0.001
C -0.47 3.66 2.26 0.000
C -1.01 5.07 2.21 0.000
C 0.50 3.42 3.40 0.001
H -5.62 2.73 3.51 0.000
H -5.32 2.49 1.80 0.000
H -4.15 3.38 2.81 0.000
H -4.86 0.41 3.05 0.000
H -2.78 2.04 4.59 0.000
H -2.98 0.27 4.66 0.000
H -4.26 1.33 5.25 0.000
H -2.29 3.51 -0.08 0.000
H -3.79 2.59 0.08 0.000
H -2.01 4.07 -2.55 0.000
H -4.88 4.14 -3.61 0.000
H -3.86 5.56 -3.34 0.000
H -4.39 4.58 -1.97 0.000
H -3.13 3.08 -5.21 0.000
H -1.45 2.96 -4.66 0.000
H -2.16 4.54 -5.02 0.000
H -4.16 -1.34 -1.21 0.000
H -4.56 0.46 -3.66 0.000
H -5.39 -1.07 -3.32 0.000
H -3.65 -1.07 -3.62 0.000
H -5.43 1.44 -1.43 0.000
H -5.07 0.57 0.09 0.000
H -6.26 -0.06 -1.05 0.000
H 0.01 3.39 1.31 0.000
H -1.48 5.33 3.16 0.000
H -1.74 5.20 1.41 0.000
H -0.19 5.77 2.03 0.000
H 0.05 3.73 4.35 0.000
H 1.41 4.00 3.25 0.000
H 0.75 2.36 3.47 0.001
C -0.08 -1.58 2.78 0.027
O 0.86 -1.20 1.75 0.164
C 1.99 -0.50 2.14 0.457
C 2.20 0.84 1.53 0.082
H -0.08 -2.67 2.87 0.000
H -1.06 -1.22 2.48 0.002
H 0.21 -1.13 3.73 0.003
H 2.32 1.62 2.29 0.020
H 1.34 1.14 0.92 0.002
H 3.10 0.87 0.91 0.021
F 8.29 -2.07 -2.45 0.005
C 7.00 -2.08 -2.12 0.013
C 6.49 -0.99 -1.44 0.003
C 5.15 -1.00 -1.09 0.031
C 4.35 -2.10 -1.43 0.167
C 4.89 -3.17 -2.13 0.037
C 6.23 -3.17 -2.48 0.003
Sb 2.32 -2.17 -0.89 0.774
C 2.93 -1.13 3.00 0.029
C 4.02 -0.39 3.52 0.102
C 4.96 -0.98 4.34 -0.015
C 4.82 -2.32 4.66 0.105
F 5.72 -2.90 5.46 0.035
C 3.77 -3.09 4.17 -0.015
C 2.84 -2.49 3.35 0.102
C 2.19 -3.89 0.31 0.091
C 0.98 -4.34 0.81 0.029
C 0.92 -5.45 1.64 -0.003
C 2.10 -6.09 1.97 0.029
F 2.05 -7.15 2.77 0.010
C 3.33 -5.66 1.49 -0.003
C 3.37 -4.56 0.66 0.039
H 7.14 -0.16 -1.18 0.000
H 4.74 -0.16 -0.54 0.006
H 4.28 -4.02 -2.41 0.006
H 6.68 -3.99 -3.01 0.000
H 4.13 0.66 3.28 0.007
H 5.79 -0.42 4.75 -0.003
H 3.71 -4.13 4.44 -0.003
H 2.04 -3.10 2.95 0.005
H 0.05 -3.84 0.57 0.001
H -0.02 -5.82 2.04 -0.001
H 4.23 -6.19 1.78 0.000
H 4.33 -4.21 0.31 0.002

Record 4
103
Properties=species:S:1:pos:R:3:mulliken_charge:R:1 method="wB97M-V/def2-TZVPD" orbital_gap_ev=5.3 charge=-1 e_lumo_ev=2.160
C -0.71 -3.56 0.17 -1.461
C -0.41 -2.06 0.01 0.839
C 0.09 -1.43 1.30 -0.628
C 0.60 0.00 1.16 0.363
C 1.20 0.48 2.49 -2.210
P -0.63 1.26 0.48 1.365
C -1.73 0.91 -0.95 -1.139
C -2.27 2.19 -1.62 -0.598
C -3.31 1.79 -2.66 -1.348
C -2.60 1.13 -3.86 0.203
C -3.19 -0.20 -4.28 -0.804
O -2.20 -1.03 -4.92 -0.408
C -1.50 -1.84 -4.07 0.729
C -0.02 -1.58 -4.05 -0.789
O -2.04 -2.70 -3.42 -0.573
C -0.78 2.96 1.28 -1.567
O -0.63 3.96 0.30 -0.357
C -0.05 5.18 0.64 -0.297
O 1.26 5.32 0.22 -0.408
C 1.37 5.26 -1.18 0.343
C 2.73 4.71 -1.61 -0.610
O 3.68 4.87 -0.57 -0.572
C 0.82 1.91 -0.68 0.172
O 0.76 1.76 -1.92 -0.803
O 1.77 2.35 -0.01 -0.649
P -2.47 0.66 1.90 0.115
C -3.21 -1.03 1.73 -0.978
C -2.12 0.77 3.71 -1.086
H 0.16 -4.16 -0.11 0.371
H -1.56 -3.88 -0.44 0.434
H -0.91 -3.80 1.22 0.104
H -1.26 -1.53 -0.41 -0.525
H 0.40 -1.95 -0.72 0.240
H 0.96 -2.02 1.61 0.602
H -0.64 -1.54 2.11 0.107
H 1.42 -0.03 0.45 0.804
H 0.58 0.18 3.34 0.254
H 1.40 1.54 2.49 0.367
H 2.16 -0.02 2.62 0.512
H -2.60 0.32 -0.67 0.802
H -1.14 0.32 -1.65 0.099
H -2.71 2.84 -0.86 0.351
H -1.46 2.73 -2.10 0.095
H -4.04 1.11 -2.22 0.540
H -3.86 2.68 -3.00 0.421
H -1.56 0.96 -3.56 -0.253
H -2.57 1.82 -4.70 0.549
H -3.59 -0.74 -3.42 0.406
H -4.00 -0.08 -5.00 0.311
H 0.41 -2.00 -3.15 0.201
H 0.44 -2.06 -4.92 0.368
H 0.20 -0.51 -4.10 0.256
H -1.78 3.03 1.70 0.619
H -0.05 3.05 2.09 0.533
H -0.07 5.36 1.72 0.353
H -0.68 5.93 0.13 0.289
H 0.62 4.59 -1.60 -0.108
H 1.21 6.26 -1.61 0.321
H 2.59 3.65 -1.85 0.213
H 3.07 5.25 -2.51 0.358
H 4.38 4.24 -0.74 0.322
H -4.27 -0.98 1.98 0.429
H -3.12 -1.38 0.70 0.231
H -2.76 -1.79 2.38 0.276
H -1.63 -0.11 4.13 0.239
H -3.06 0.92 4.26 0.389
H -1.48 1.63 3.89 0.299
F 0.88 -3.47 3.44 -0.184
C 1.24 -4.73 3.72 0.386
C 2.58 -5.01 3.94 -0.404
C 2.94 -6.32 4.22 -0.536
C 1.99 -7.32 4.27 -0.488
C 0.65 -7.01 4.05 -0.446
C 0.27 -5.71 3.77 -0.386
H 3.31 -4.21 3.89 0.436
H 3.98 -6.56 4.39 0.371
H 2.28 -8.34 4.48 0.414
H -0.10 -7.79 4.08 0.373
H -0.77 -5.44 3.59 0.442
F -3.45 10.64 0.15 -0.324
C -2.35 10.25 -0.53 0.491
C -2.14 10.77 -1.79 -0.524
C -1.00 10.37 -2.49 -0.251
C -0.12 9.47 -1.93 -0.701
C -0.36 8.96 -0.66 -0.214
C -1.48 9.35 0.05 -0.601
H -2.85 11.48 -2.21 0.407
H -0.82 10.77 -3.48 0.352
H 0.76 9.15 -2.47 0.410
H 0.33 8.24 -0.23 0.523
H -1.69 8.97 1.04 0.438
F 2.97 -9.61 2.53 -0.281
C 3.25 -9.32 1.24 0.497
C 3.53 -8.01 0.90 -0.120
C 3.82 -7.73 -0.43 -0.425
C 3.82 -8.74 -1.38 -0.588
C 3.53 -10.04 -1.00 -0.319
C 3.24 -10.34 0.32 -0.585
H 3.51 -7.23 1.65 0.300
H 4.04 -6.71 -0.72 0.374
H 4.04 -8.51 -2.42 0.379
H 3.53 -10.83 -1.74 0.346
H 3.02 -11.35 0.64 0.416

> Among the records above, which one has the highest charge?

C37H54F3N4O7P2PdSSb